1.
The following is a quantum chemistry calculation of one molecule with the formula C3H5N3OS in a non-equilibrium geometry, from the OMol25 dataset.

The geometry in XYZ format:
```
13
Properties=species:S:1:pos:R:3:forces:R:3:mulliken_charge:R:1
C -0.95434 -0.08037 -0.36339 1.9 2.7 0.5 -0.7367
C -0.29943 -1.02753 0.30814 -0.6 0.9 -0.8 -0.2627
C -0.08859 1.21481 -0.25748 -0.9 -1.0 -1.5 0.1248
N 0.95798 -0.72290 0.60544 0.5 -1.6 1.3 -0.7456
N 1.18447 0.48647 0.29536 0.7 1.9 -1.1 0.5416
N 3.72394 -0.53889 0.13449 0.2 0.5 -0.1 -0.4211
O -0.72287 2.18696 0.51361 -0.6 -0.1 1.7 -0.5279
S 2.85002 0.63327 -0.25477 0.3 1.7 0.1 0.1391
H -1.94269 0.11410 -0.57423 -2.1 -0.4 -0.6 0.4884
H -0.60033 -1.96600 0.54462 -1.1 -2.6 0.7 0.5396
H 0.04230 1.82566 -1.21642 0.8 -1.4 1.1 0.2553
H -1.39185 1.84932 1.18273 1.5 0.0 -1.2 0.3678
H 3.75063 -1.40052 -0.38302 -0.5 -0.5 0.1 0.2374
```
Forces are in eV/Å.

As for the net charge: 0. The total energy is -754.82872 hartree.

---

2.
The following is a quantum chemistry calculation of a 2-piece molecular cluster, C33H43N3O4 overall in a non-equilibrium geometry, from the OMol25 dataset.

The geometry in XYZ format:
```
83
Properties=species:S:1:pos:R:3:forces:R:3:mulliken_charge:R:1
C 3.07678 -2.02742 4.14843 0.0 -0.3 0.3 -1.3922
C 2.19529 -0.82126 3.97853 -0.6 0.0 -0.2 0.1995
O 0.85352 -1.28524 3.72121 1.3 -0.1 0.2 -0.2112
C -0.01218 -0.33832 3.25899 -2.6 0.1 -0.5 -0.1784
C -1.40416 -0.86164 3.27840 0.6 1.6 -0.4 0.8574
C -2.46089 0.10560 3.46796 0.7 -0.3 -0.1 0.4977
O -2.26990 1.32302 3.42868 -0.8 0.2 -0.1 -0.7516
C -3.89899 -0.41761 3.75495 0.1 0.4 -0.2 -0.5740
C -4.01656 -1.82088 4.30989 0.1 -0.6 -0.1 -0.6881
C -3.04956 -2.78699 3.62594 0.5 0.2 0.1 -0.5264
C -1.60257 -2.25305 3.72876 -0.3 -1.1 0.5 -0.6458
O 0.36181 0.76674 2.89052 0.6 -0.4 0.0 -0.7431
H 4.11442 -1.69523 4.18990 0.1 -0.1 0.0 0.4011
H 2.83558 -2.55714 5.07628 0.1 0.0 -0.1 0.3779
H 2.94459 -2.73735 3.32606 0.1 0.2 0.0 0.2910
H 2.16768 -0.21947 4.90132 0.1 0.0 -0.4 0.2860
H 2.55222 -0.19790 3.14329 -0.2 0.0 0.3 -0.0266
H -4.38574 0.27352 4.45048 0.2 0.2 -0.2 0.2664
H -4.47580 -0.35949 2.82006 0.2 0.1 0.0 0.1534
H -3.81461 -1.80803 5.38885 0.0 -0.1 -0.1 0.3058
H -5.04035 -2.18584 4.16963 0.0 0.1 0.2 0.2961
H -3.07827 -3.77305 4.11353 -0.1 0.2 -0.2 0.3197
H -3.34389 -2.94011 2.57194 0.1 0.1 0.2 0.1651
H -0.92414 -2.93756 3.19982 -0.1 0.0 0.2 0.1986
H -1.32951 -2.29472 4.79932 0.0 -0.4 -0.1 0.2684
C 3.77081 2.70388 -4.00184 -0.1 0.2 -0.5 -0.9523
N 3.36679 1.83589 -2.92900 0.5 -0.2 0.4 0.2982
C 4.26657 1.13782 -2.16500 0.9 -0.2 -0.5 0.1168
O 5.48114 1.09242 -2.33718 -1.7 0.3 0.5 -0.6843
C 3.44390 0.39735 -1.10681 0.8 -0.6 0.0 0.1013
C 3.58667 0.96637 0.31695 0.0 0.3 0.1 0.0336
C 5.00177 0.84640 0.83880 0.0 -0.1 0.1 0.4137
C 5.47150 -0.37641 1.33258 0.2 0.3 -0.2 -0.2916
C 6.80772 -0.49959 1.72393 -0.1 -0.1 0.0 -0.7038
C 7.68286 0.58255 1.62238 -0.3 0.2 -0.1 -0.5031
C 7.19636 1.80382 1.14333 0.0 -0.1 0.1 -0.5985
C 5.85617 1.94795 0.79427 0.1 -0.3 -0.2 -0.1859
N 2.08535 0.53523 -1.62335 -1.3 -1.0 1.0 0.5444
C 1.06585 -0.06961 -0.99812 1.0 0.8 0.0 0.3749
C -0.25598 0.05132 -1.39455 -1.8 -0.1 0.0 0.5599
C -1.36104 -0.51188 -0.74305 1.6 0.0 -0.7 -0.3560
C -2.67175 -0.55233 -1.32740 -1.2 0.3 -0.7 0.7648
C -3.73054 -1.27371 -0.71165 0.8 0.3 0.4 -0.7523
C -5.02048 -1.22640 -1.20254 -0.4 0.2 -0.6 -0.2288
C -5.32466 -0.49079 -2.37230 1.0 0.0 0.1 -0.0813
N -6.63300 -0.40857 -2.85463 -0.8 -0.4 0.1 0.2252
C -7.51154 0.68082 -2.49706 0.1 0.0 0.2 -1.0024
C -7.07574 -1.09903 -4.04549 0.3 0.1 0.0 -0.9888
C -4.27087 0.15546 -3.05614 0.1 -0.3 0.4 -0.3015
C -2.98293 0.12277 -2.55023 0.2 -0.1 0.5 -0.7636
C 1.97728 1.44676 -2.76955 -0.2 0.7 -0.5 0.1559
C 1.12380 2.69057 -2.49843 0.0 0.1 0.3 -1.5658
C 1.47168 0.77533 -4.05192 0.2 -0.3 -0.1 -1.5985
H 4.83604 2.92469 -3.88687 -0.3 -0.1 -0.1 0.3739
H 3.58684 2.23476 -4.98167 0.3 0.1 0.2 0.3072
H 3.18729 3.63523 -3.97249 0.3 -0.2 0.1 0.3119
H 3.74873 -0.66889 -1.09205 -0.2 0.5 -0.1 0.3926
H 3.27533 2.02433 0.29695 0.0 -0.3 0.1 0.4666
H 2.89838 0.42502 0.98252 0.1 0.2 -0.2 -0.4375
H 4.78347 -1.22441 1.38748 0.3 0.2 0.1 0.3768
H 7.16782 -1.45552 2.10362 -0.1 0.2 -0.1 0.3851
H 8.73242 0.48564 1.91982 -0.5 0.0 -0.2 0.3683
H 7.86697 2.64922 1.02592 -0.1 -0.1 0.1 0.3684
H 5.46429 2.90566 0.44433 0.2 -0.2 0.1 0.3404
H 1.34177 -0.65350 -0.11318 -0.2 0.2 -0.3 0.5203
H -0.44668 0.64554 -2.28620 0.0 -0.5 0.4 -0.9913
H -1.20404 -0.97907 0.22919 -0.1 -0.1 0.1 0.1840
H -3.49563 -1.85930 0.18517 -0.2 0.3 -0.2 0.3783
H -5.83293 -1.76596 -0.70858 0.3 0.2 -0.1 0.4372
H -7.12229 1.21063 -1.62154 -0.2 -0.1 -0.1 0.3104
H -7.61686 1.39303 -3.33435 0.0 0.0 0.2 0.3235
H -8.50708 0.26834 -2.27428 0.1 0.3 0.1 0.3323
H -6.39033 -1.91627 -4.29206 -0.2 0.1 0.0 0.2984
H -8.08153 -1.50270 -3.85256 0.2 0.0 -0.2 0.3237
H -7.14596 -0.41030 -4.90518 0.0 -0.2 0.0 0.3257
H -4.48223 0.69137 -3.97961 0.0 -0.1 0.2 0.4054
H -2.19981 0.65544 -3.09136 -0.3 -0.1 0.1 0.2483
H 1.54737 3.26183 -1.66349 -0.2 -0.1 -0.2 0.3303
H 1.12429 3.31040 -3.40372 0.0 -0.1 0.3 0.5078
H 0.08789 2.43319 -2.26601 0.2 0.2 0.0 0.4419
H 2.17545 -0.00207 -4.37262 -0.2 0.1 0.0 0.3940
H 0.48231 0.33125 -3.91712 0.2 0.1 -0.1 0.3105
H 1.40619 1.53752 -4.83880 0.0 -0.3 0.2 0.4888
```
Forces are in eV/Å.

As for the net charge: 0. The total energy is -1748.39796 hartree.

---

3.
The following is a quantum chemistry calculation of C29H22ClF5N2O2Se2Tl as an isolated structure in a non-equilibrium geometry, from the OMol25 dataset.

The geometry in XYZ format:
```
64
Properties=species:S:1:pos:R:3:forces:R:3:mulliken_charge:R:1
Tl -1.55319 -0.71807 -1.48166 -0.2 -0.2 0.1 0.9944
C -0.43559 -5.24567 -0.34226 0.1 0.3 0.1 -1.8119
C -0.37629 -4.11897 0.68444 0.1 -0.2 0.0 1.1479
C -0.31539 -4.71077 2.09714 0.2 0.1 -0.2 -1.4569
C -1.54459 -3.16447 0.62554 0.0 0.1 0.0 0.4548
C -1.48359 -2.00517 1.40084 -0.2 -0.1 0.1 -0.5601
C -2.57009 -1.15537 1.51094 0.0 -0.1 0.0 -0.7713
C -3.75139 -1.39977 0.81114 0.0 -0.2 0.0 1.1464
C -4.93329 -0.49197 0.96364 0.0 0.0 0.0 -1.3796
C -3.80259 -2.54147 0.01484 0.0 0.1 0.2 -1.2765
C -2.72569 -3.41577 -0.06526 0.1 0.0 0.1 -0.3441
H 0.44791 -5.87387 -0.25426 0.1 0.0 0.0 0.4473
H -0.47359 -4.85397 -1.35646 -0.1 0.0 -0.2 0.3859
H -1.30049 -5.88137 -0.16636 -0.1 -0.1 -0.1 0.3875
H 0.53931 -3.52987 0.51324 -0.1 -0.1 0.0 -0.2530
H -1.23309 -5.25477 2.30894 -0.1 0.0 0.1 0.3669
H -0.19139 -3.92997 2.84064 0.0 0.0 0.2 0.3604
H 0.52111 -5.39817 2.18614 0.1 -0.1 0.0 0.4405
H -0.58999 -1.80697 1.97644 0.0 0.0 0.1 0.5627
H -2.52259 -0.32927 2.20044 0.0 0.2 0.1 0.3930
H -4.82149 0.41213 0.36434 0.0 0.1 0.0 0.2182
H -5.03629 -0.18757 2.00294 -0.1 0.1 0.1 0.3747
H -5.85039 -0.98607 0.65404 -0.1 0.0 0.0 0.4455
H -4.71469 -2.77747 -0.51236 -0.1 0.0 -0.1 0.3927
H -2.83439 -4.31457 -0.64966 0.0 -0.1 -0.1 0.3820
Cl 5.92771 -0.32157 -5.18366 0.1 0.0 -0.2 -0.1900
C 4.59131 -0.28037 -4.10466 -0.2 0.0 0.2 0.0779
C 4.81361 -0.31227 -2.72996 -0.2 0.0 -0.3 -1.0018
C 3.74461 -0.26107 -1.85786 -0.2 0.1 0.3 -0.4280
C 2.43721 -0.17737 -2.32086 0.8 -0.1 -0.6 0.7512
O 1.35701 -0.12627 -1.50716 -0.4 0.0 0.8 0.0674
C 2.20661 -0.13537 -3.71476 0.3 0.0 0.7 0.7864
C 0.87451 0.01003 -4.27406 -0.1 0.0 -0.3 -0.4269
O -0.16459 0.12593 -3.64826 0.0 -0.1 -0.3 -0.5015
C 3.29871 -0.20507 -4.58736 0.0 0.1 0.3 -0.9993
H 5.82051 -0.38187 -2.34586 0.1 0.0 0.0 0.4538
H 3.93191 -0.27527 -0.79156 0.0 0.0 0.0 0.4429
H 0.85071 0.03303 -5.37636 -0.1 0.0 0.0 0.3340
H 3.12101 -0.18597 -5.64936 0.0 0.0 -0.2 0.4221
Se -0.43289 2.56313 -2.16116 -0.3 0.2 0.1 0.4225
N -1.11019 1.81823 -0.70386 -0.2 -0.4 0.4 -0.2687
C -1.41309 2.78863 0.16864 0.5 -0.1 -0.9 0.3060
C -1.97599 2.61573 1.44684 -0.3 0.1 0.6 -0.0596
C -2.24899 3.72323 2.19914 0.1 -0.8 -0.1 -0.6254
C -1.94339 5.02353 1.74184 0.3 0.6 -0.6 -0.5506
C -1.35479 5.22973 0.52674 -0.3 0.4 0.6 -0.8331
C -1.09859 4.11443 -0.29726 0.3 -0.6 -0.5 0.6470
N -0.57219 4.15793 -1.51866 0.0 1.1 0.2 -0.7702
H -2.19469 1.61903 1.79414 0.0 0.0 0.1 0.3454
H -2.69579 3.60833 3.17424 -0.1 0.0 0.1 0.4684
H -2.19249 5.86593 2.36934 0.1 0.1 0.0 0.4232
H -1.09509 6.21453 0.17474 0.0 0.1 0.0 0.5013
F 3.17371 4.50163 3.15724 0.0 -0.2 -0.1 -0.2852
C 2.82901 3.41943 2.47484 -0.1 -0.3 -0.2 0.6735
C 2.71171 3.47443 1.08784 -0.1 -0.2 0.0 0.0627
F 2.96541 4.59893 0.43004 0.0 0.0 0.2 -0.3064
C 2.32271 2.34453 0.37134 -0.1 -0.1 0.0 0.0289
F 2.23981 2.42863 -0.96706 0.3 0.1 0.4 -0.4473
C 2.02381 1.15773 1.02204 0.2 0.4 0.1 0.6021
Se 1.45781 -0.50917 0.27574 0.2 0.0 -0.4 0.0902
C 2.16531 1.12103 2.40694 0.0 0.0 -0.5 0.2952
F 1.87771 -0.05757 2.98624 0.1 0.1 0.3 -0.3330
C 2.58011 2.21613 3.14424 -0.1 0.1 -0.2 0.0529
F 2.72211 2.13433 4.46004 -0.1 0.0 -0.1 -0.2756
```
Forces are in eV/Å.

As for the net charge: +1. The total energy is -7312.88476 hartree.